Molecular formula: C26H52O38PPbS4Zn
Method: DFT, ωB97M-V with the def2-TZVPD basis set

Last column: Löwdin charge in e.
Atoms and positions in Å:
H1 1.377 4.652 -6.894  0.103
O1 5.611 -2.537 2.722  -0.207
C1 -2.144 -2.888 -4.844  -0.172
H2 -0.337 3.208 5.041  0.074
H3 -1.102 -3.914 5.060  0.128
H4 -1.836 -3.863 -4.468  0.129
C2 -0.550 -0.205 4.861  -0.008
H5 1.995 3.157 3.098  0.088
S1 -0.812 -6.513 3.991  0.751
H6 -1.974 -4.921 -0.783  0.112
H7 2.037 -5.611 -0.398  0.111
C3 0.781 0.033 2.747  -0.453
O2 0.110 -5.506 4.940  -0.174
O3 2.638 5.126 -0.662  -0.003
H8 5.529 0.565 3.380  0.125
H9 -1.352 1.100 -3.559  0.041
H10 3.952 5.205 -2.385  0.108
O4 -0.747 -5.372 2.791  -0.223
O5 2.041 -4.033 -1.652  0.012
C4 6.018 -1.518 3.683  -0.130
H11 -2.402 1.488 1.535  0.073
O6 -6.077 -0.255 0.370  -0.208
O7 0.050 -0.675 3.626  0.006
C5 -0.733 4.210 4.872  -0.063
H12 3.115 3.721 -2.104  0.085
C6 -1.660 1.541 -4.508  0.005
O8 -2.226 2.697 3.244  0.004
H13 -4.150 -2.238 -1.257  0.112
H14 1.539 6.651 2.689  0.097
C7 4.531 1.918 -0.144  0.006
O9 -7.409 -2.345 0.815  -0.243
O10 1.101 5.598 0.889  0.004
H15 1.810 2.346 1.587  0.088
O11 4.150 -0.602 2.474  -0.246
C8 3.057 0.941 -1.693  -0.489
H16 6.066 -1.999 4.659  0.134
H17 -4.574 -1.465 1.074  0.134
H18 -0.783 -3.272 2.811  0.122
O12 4.185 1.572 -1.499  0.034
O13 1.137 1.234 3.359  -0.021
Zn1 0.397 -0.341 -0.355  0.553
H19 3.862 2.705 0.203  0.085
O14 -0.102 -4.235 -1.166  -0.006
H20 -2.850 -2.370 -2.694  0.091
O15 1.139 -0.342 1.638  0.101
H21 3.042 1.829 2.714  0.080
O16 -5.080 -1.728 -6.524  -0.240
H22 2.206 5.277 -2.565  0.105
O17 -0.782 2.538 -5.039  0.042
C9 5.006 -0.367 3.594  -0.175
H23 5.552 2.291 -0.055  0.106
P1 -1.556 0.321 -1.189  0.037
Pb1 -1.873 3.430 -1.088  1.688
O18 -5.449 -3.346 -4.650  -0.250
H24 -1.682 4.382 5.379  0.104
O19 3.021 -2.916 2.388  -0.247
H25 2.745 5.515 2.212  0.087
C10 -1.787 3.818 2.647  -0.425
H26 4.577 1.036 0.495  0.085
H27 1.029 0.812 -3.652  0.081
O20 4.433 -2.143 0.459  -0.232
S2 4.172 -2.168 1.893  0.757
C11 2.008 2.167 2.643  0.002
H28 -4.653 -0.732 -1.868  0.113
C12 1.891 0.145 -3.679  -0.048
H29 -2.639 1.983 -4.323  0.110
H30 -0.122 -0.579 5.791  0.104
C13 2.342 -5.321 -1.404  -0.080
H31 -3.861 1.624 2.561  0.114
H32 1.595 -0.806 -3.235  0.092
H33 6.979 -1.165 3.309  0.130
H34 -1.577 -0.559 4.955  0.095
H35 2.514 7.049 1.293  0.099
O21 -6.275 -1.796 -1.414  -0.158
O22 -0.917 4.564 3.509  -0.031
O23 1.092 -2.260 -0.649  0.095
O24 -0.585 1.376 -0.551  -0.477
H36 -1.388 -2.569 -5.561  0.135
O25 -1.440 -0.648 0.026  -0.341
S3 -4.544 -2.424 -5.353  0.737
C14 -0.123 -4.207 4.681  -0.257
C15 -2.771 1.617 2.552  -0.027
S4 -7.229 -1.288 -0.178  0.754
O26 -0.426 3.717 -3.134  -0.027
H37 2.190 -0.028 -4.713  0.110
H38 -4.083 -0.023 0.121  0.089
C16 0.833 3.851 -6.394  -0.026
C17 -1.363 -4.057 -0.522  0.014
O27 0.445 4.293 -0.685  -0.035
H39 -1.894 0.732 -5.201  0.109
H40 0.518 -3.403 5.042  0.134
O28 0.723 3.960 -4.981  0.041
H41 -2.524 0.664 3.019  0.093
O29 -1.884 4.162 1.469  -0.030
C18 1.380 4.915 -0.217  -0.540
C19 -2.590 -1.965 -3.671  -0.126
H42 -1.907 -1.116 -3.617  0.085
C20 0.992 -3.411 -1.097  -0.437
H43 3.374 -5.525 -1.688  0.112
O30 -3.189 -3.258 -5.702  -0.198
O31 -3.736 -1.378 -4.331  -0.242
O32 -0.042 -7.727 3.619  -0.236
H44 4.481 -0.199 4.535  0.128
C21 3.013 4.802 -2.006  0.012
O33 -2.729 1.226 -1.582  -0.471
H45 1.740 -5.976 -2.033  0.099
C22 -4.800 -0.839 0.211  -0.192
H46 0.037 4.770 5.403  0.096
O34 -8.383 -0.442 -0.558  -0.243
H47 1.317 2.949 -6.768  0.098
H48 -1.846 -3.185 -0.961  0.064
O35 -2.106 -6.562 4.557  -0.203
O36 2.935 0.789 -3.047  0.016
H49 -0.134 3.769 -6.889  0.102
H50 -1.137 -4.003 0.543  0.087
C23 2.022 6.225 1.810  -0.009
O37 2.261 0.491 -0.860  0.098
H51 -0.728 0.866 4.771  0.073
H52 0.789 -3.984 2.674  0.108
O38 -0.458 -0.297 -2.053  -0.362
C24 -0.177 -4.107 3.163  -0.166
C25 -4.946 -1.500 -1.152  -0.218
C26 -0.244 3.409 -4.296  -0.640

Forces on atoms 1 to 3 (eV/Å):
-0.016 0.449 1.016
-2.181 0.365 -0.868
1.703 -2.180 0.804

Results
HOMO-LUMO gap in hartree: 0.331
E in eV: -211894.8154
Total charge: +1